# 1
This record from OMol25 describes a structure of composition C31H18F8N3OS2TcTe at a distorted geometry. The level of theory is ωB97M-V with the def2-TZVPD basis set.

Summary:
energy = -91857.6743 eV
<S²> = 3.807
LUMO (alpha / beta) = 0.768 / 0.767 eV
maximum force = 4.0 eV Å⁻¹
HOMO-LUMO gap (alpha / beta) = 3.92 / 5.59 eV
energy relative to the best compared isomer or geometry (same formula, charge and spin) = 5.8 kcal/mol

ORCA input file:
```
! wB97M-V def2-TZVPD RIJCOSX def2/J DEFGRID3
* xyz -1 4
Tc 14.984 17.417 7.031
S 16.330 18.473 8.661
C 16.037 20.150 8.645
C 17.085 20.941 9.225
C 17.083 22.324 9.115
C 15.970 22.927 8.428
C 14.837 22.197 7.984
C 14.915 20.839 8.098
S 13.828 20.053 6.952
H 17.927 20.366 9.595
H 17.937 22.977 9.307
H 16.042 23.994 8.192
H 13.925 22.694 7.670
N 10.385 8.781 8.887
C 11.215 9.585 8.723
C 12.276 10.543 8.655
C 12.732 11.189 9.822
C 13.463 12.375 9.710
C 13.740 12.881 8.436
C 13.370 12.094 7.286
C 12.572 11.020 7.385
C 14.279 14.205 8.232
C 13.695 15.312 9.011
C 12.871 15.202 10.151
C 12.714 16.514 10.657
C 13.380 17.356 9.765
N 13.991 16.649 8.784
C 15.187 14.412 7.144
C 15.961 13.387 6.540
C 17.023 14.057 5.844
C 16.955 15.403 6.147
N 15.794 15.676 6.831
H 12.486 10.746 10.805
H 13.889 12.764 10.612
H 13.711 12.528 6.301
H 12.014 10.548 6.506
H 12.489 14.350 10.611
H 12.372 16.763 11.684
H 13.545 18.475 9.691
H 15.764 12.347 6.624
H 17.836 13.504 5.310
H 17.673 16.154 5.951
F 5.623 18.817 4.761
C 5.627 19.731 5.824
F 4.698 19.254 6.760
F 4.975 20.880 5.392
C 7.000 19.936 6.335
C 7.701 18.854 6.911
C 9.034 19.016 7.290
C 9.693 20.321 7.143
C 8.827 21.394 6.790
C 7.533 21.207 6.427
C 11.068 20.492 7.148
C 12.272 20.490 7.380
H 7.230 17.895 7.033
H 9.594 18.198 7.681
H 9.162 22.443 6.883
H 6.927 22.139 6.222
F 20.803 16.035 6.710
Te 20.649 17.609 5.505
F 22.272 18.118 6.292
F 20.500 19.581 5.344
F 13.322 16.622 6.261
F 19.315 17.839 6.733
O 15.654 18.132 5.613
*
```

# 2
This record from OMol25 describes a structure of composition C31H19FNO10Rb at a distorted geometry. The level of theory is ωB97M-V with the def2-TZVPD basis set.

Summary:
energy = -57791.5293 eV
LUMO = -1.302 eV
maximum force = 1.6 eV Å⁻¹
HOMO-LUMO gap = 7.62 eV

ORCA input file:
```
! wB97M-V def2-TZVPD RIJCOSX def2/J DEFGRID3
* xyz 0 1
Rb 4.963 -3.293 2.138
N 2.968 -0.553 1.013
O 2.222 -1.557 1.089
O 4.161 -0.648 1.441
O 2.574 0.484 0.525
C 0.016 -3.495 1.474
C -0.422 -4.908 1.097
O -1.208 -5.313 2.186
C -1.618 -4.207 2.877
O -2.430 -4.226 3.734
O -0.976 -3.104 2.436
F 0.647 -5.737 0.966
H 0.077 -2.801 0.643
H 0.968 -3.565 2.003
H -1.018 -4.958 0.185
C 0.212 7.096 2.536
C -1.084 7.173 3.026
C -1.813 6.012 3.253
C -1.222 4.766 3.063
C 0.110 4.685 2.661
C 0.805 5.846 2.391
C 0.803 3.368 2.551
O 1.935 3.294 2.124
C 0.048 2.167 3.008
C 0.706 0.943 3.003
C 0.060 -0.188 3.486
C -1.302 -0.129 3.728
C -1.990 1.067 3.603
C -1.309 2.240 3.308
C -2.024 3.541 3.348
O -3.197 3.615 3.646
H 0.746 7.975 2.202
H -1.597 8.099 3.259
H -2.833 6.041 3.610
H 1.835 5.782 2.061
H 1.783 0.997 2.920
H 0.567 -1.128 3.657
H -1.864 -0.994 4.056
H -3.050 1.079 3.823
C 1.075 1.545 -2.099
C 1.157 2.029 -3.401
C 0.798 1.229 -4.483
C 0.335 -0.054 -4.273
C 0.254 -0.554 -2.965
C 0.598 0.259 -1.899
C -0.227 -1.938 -2.715
O -0.452 -2.356 -1.596
C -0.374 -2.831 -3.901
C -0.627 -4.183 -3.715
C -0.757 -5.041 -4.793
C -0.616 -4.552 -6.093
C -0.342 -3.210 -6.281
C -0.217 -2.349 -5.201
C 0.068 -0.904 -5.463
O 0.107 -0.462 -6.590
H 1.384 2.108 -1.229
H 1.611 3.001 -3.557
H 0.931 1.674 -5.459
H 0.621 -0.151 -0.896
H -0.690 -4.558 -2.701
H -0.982 -6.083 -4.602
H -0.660 -5.240 -6.926
H -0.248 -2.844 -7.295
*
```

# 3
This record from OMol25 describes a structure of composition C31H20FeN4O7PS3Sb at a distorted geometry. The level of theory is ωB97M-V with the def2-TZVPD basis set.

Summary:
energy = -135474.9160 eV
<S²> = 6.071
LUMO (alpha / beta) = 3.729 / 3.657 eV
maximum force = 1.5 eV Å⁻¹
HOMO-LUMO gap (alpha / beta) = 5.51 / 6.02 eV
energy relative to the best compared isomer or geometry (same formula, charge and spin) = 70.2 kcal/mol

ORCA input file:
```
! wB97M-V def2-TZVPD RIJCOSX def2/J DEFGRID3
* xyz -2 5
Fe -1.366 1.305 0.413
C 2.920 -3.858 -4.361
C 1.552 -3.654 -4.492
C 0.888 -2.847 -3.585
C 1.569 -2.208 -2.543
C 2.937 -2.433 -2.419
C 3.607 -3.248 -3.323
P 0.501 -1.322 -1.314
C 1.745 -0.888 -0.015
C 2.560 0.169 -0.127
C 3.385 0.660 0.968
C 3.378 0.100 2.176
C 2.612 -1.150 2.437
C 1.772 -1.693 1.263
C 0.248 0.338 -2.094
C 0.807 0.509 -3.369
C 0.659 1.688 -4.075
C -0.055 2.723 -3.501
C -0.607 2.560 -2.238
C -0.508 1.385 -1.473
H 3.447 -4.497 -5.060
H 1.005 -4.132 -5.296
H -0.182 -2.684 -3.671
H 3.484 -1.964 -1.611
H 4.674 -3.410 -3.216
H 2.562 0.734 -1.050
H 3.951 1.566 0.788
H 3.917 0.526 3.012
H 2.078 -1.105 3.387
H 0.152 -2.927 0.805
H 1.382 -0.289 -3.820
H 1.098 1.795 -5.062
H -0.178 3.661 -4.033
H -1.137 3.407 -1.829
S -2.475 3.831 3.889
Sb -0.260 3.838 3.477
S 0.385 2.423 1.416
S 0.618 1.480 3.254
O -1.430 -3.875 5.803
N -0.536 -3.936 4.974
O 0.383 -4.732 5.059
C -0.564 -3.027 3.848
C 0.435 -3.100 2.909
C 0.388 -2.278 1.669
C -0.667 -1.198 1.703
O -0.713 -0.428 0.723
C -1.630 -1.175 2.735
C -1.622 -2.115 3.772
N -2.681 -0.243 2.662
O -2.505 0.859 2.112
O -3.751 -0.513 3.183
N 2.809 -2.783 1.193
O 3.453 -2.343 2.416
O 2.648 -3.974 0.972
H 1.227 -3.824 3.022
H -2.396 -2.104 4.520
N -6.051 6.457 -1.842
C -5.330 5.687 -1.373
C -4.414 4.745 -0.827
C -4.707 3.378 -0.807
C -3.743 2.481 -0.386
C -2.461 2.879 0.041
C -2.229 4.261 0.069
C -3.168 5.178 -0.361
H -5.685 3.039 -1.131
H -3.979 1.419 -0.401
H -1.265 4.633 0.402
H -2.942 6.239 -0.360
*
```

# 4
This record from OMol25 describes a structure of composition C31H21AgClF2N4PSe. The level of theory is ωB97M-V with the def2-TZVPD basis set.

Summary:
energy = -135039.7927 eV
LUMO = -0.857 eV
maximum force = 0.6 eV Å⁻¹
HOMO-LUMO gap = 5.69 eV
energy relative to the best compared isomer or geometry (same formula, charge and spin) = 2.7 kcal/mol

ORCA input file:
```
! wB97M-V def2-TZVPD RIJCOSX def2/J DEFGRID3
* xyz 0 1
Ag 0.560 1.253 -1.211
Se 7.615 -2.599 -0.024
N 7.145 -0.883 0.027
C 5.860 -0.838 -0.192
C 5.081 0.400 -0.207
C 5.668 1.652 -0.024
C 4.868 2.771 -0.028
C 3.492 2.605 -0.188
N 2.932 1.419 -0.359
C 3.701 0.331 -0.396
C 3.030 -0.970 -0.673
N 1.715 -0.953 -0.948
C 1.110 -2.103 -1.209
C 1.764 -3.332 -1.219
C 3.112 -3.356 -0.951
C 3.764 -2.156 -0.671
C 5.202 -2.107 -0.403
N 5.961 -3.167 -0.350
H 6.739 1.716 0.114
H 5.282 3.762 0.097
H 2.813 3.451 -0.184
H 0.049 -2.050 -1.421
H 1.212 -4.234 -1.445
H 3.683 -4.276 -0.952
Cl -1.767 3.534 0.615
C -3.239 2.786 0.098
C -4.375 3.574 0.036
C -5.580 3.015 -0.358
C -5.643 1.668 -0.677
C -4.500 0.885 -0.603
C -3.273 1.424 -0.224
P -1.718 0.450 -0.135
C -1.429 0.368 1.671
C -0.126 0.117 2.095
C 0.164 -0.005 3.447
C -0.846 0.139 4.388
C -2.145 0.401 3.973
C -2.436 0.512 2.621
C -2.320 -1.244 -0.508
C -2.469 -2.251 0.439
C -2.849 -3.532 0.049
C -3.093 -3.817 -1.285
C -2.949 -2.817 -2.241
C -2.556 -1.546 -1.854
H -4.304 4.622 0.294
H -6.468 3.633 -0.408
H -6.581 1.221 -0.981
H -4.571 -0.168 -0.845
H 0.668 0.028 1.359
H 1.181 -0.198 3.766
H -0.621 0.057 5.443
H -2.934 0.522 4.704
H -3.451 0.717 2.304
H -2.277 -2.045 1.484
H -2.955 -4.309 0.796
H -3.394 -4.813 -1.583
H -3.132 -3.032 -3.286
H -2.416 -0.773 -2.603
F 0.842 4.204 -1.210
C 0.564 3.224 -2.215
F -0.653 3.637 -2.758
H 1.292 3.475 -2.992
*
```

# 5
This record from OMol25 describes a structure of composition C31H21AuN7O2S3Se. The level of theory is ωB97M-V with the def2-TZVPD basis set.

Summary:
energy = -148552.7161 eV
LUMO = -4.221 eV
maximum force = 1.0 eV Å⁻¹
HOMO-LUMO gap = 5.91 eV
energy relative to the best compared isomer or geometry (same formula, charge and spin) = 0.0 kcal/mol

ORCA input file:
```
! wB97M-V def2-TZVPD RIJCOSX def2/J DEFGRID3
* xyz 1 1
Au 0.338 -0.192 -0.627
N 1.470 -5.473 5.291
C 0.895 -4.496 4.539
C 1.648 -3.394 4.102
C 1.058 -2.401 3.354
C -0.290 -2.495 3.020
C -1.054 -3.577 3.445
C -0.468 -4.566 4.201
S -1.006 -1.227 2.078
O -2.433 -1.241 2.236
O -0.284 0.000 2.300
N -0.675 -1.521 0.471
C -1.127 -2.612 -0.245
N -0.887 -2.561 -1.563
C -1.332 -3.588 -2.282
C -2.002 -4.655 -1.714
C -2.170 -4.608 -0.340
N -1.735 -3.598 0.405
H 2.445 -5.444 5.518
H 0.942 -6.270 5.592
H 2.694 -3.317 4.371
H 1.636 -1.538 3.050
H -2.100 -3.629 3.182
H -1.061 -5.404 4.544
H -1.143 -3.544 -3.348
H -2.369 -5.481 -2.303
H -2.667 -5.412 0.191
S 5.060 0.386 -3.919
C 6.344 0.971 -4.874
C 6.235 2.308 -5.106
C 5.088 2.870 -4.499
C 4.340 1.950 -3.813
C 3.101 2.180 -3.070
C 2.487 1.122 -2.373
N 1.375 1.273 -1.680
C 0.753 2.481 -1.656
C 1.297 3.595 -2.294
C 0.592 4.844 -2.208
C -0.585 4.936 -1.550
C -1.180 3.787 -0.927
C -2.409 3.811 -0.247
C -2.923 2.660 0.320
C -2.172 1.474 0.172
N -1.016 1.442 -0.452
C -0.504 2.572 -0.997
C -4.186 2.607 1.047
C -4.706 1.547 1.746
C -5.954 1.846 2.342
C -6.361 3.120 2.089
S -5.239 3.970 1.128
C 2.495 3.421 -3.000
H 7.113 0.297 -5.213
H 6.949 2.872 -5.688
H 4.839 3.918 -4.572
H 2.930 0.136 -2.354
H 1.025 5.713 -2.685
H -1.106 5.883 -1.488
H -2.945 4.749 -0.169
H -2.534 0.541 0.574
H -4.219 0.587 1.853
H -6.521 1.144 2.935
H -7.265 3.606 2.418
H 2.933 4.274 -3.502
Se 2.205 -1.715 -0.473
C 2.938 -0.757 0.918
N 3.407 -0.173 1.794
*
```

# 6
This record from OMol25 describes a structure of composition C31H21Br3N4O5S3W. The level of theory is ωB97M-V with the def2-TZVPD basis set.

Summary:
energy = -293133.6976 eV
LUMO = -7.414 eV
maximum force = 0.6 eV Å⁻¹
HOMO-LUMO gap = 5.85 eV
energy relative to the best compared isomer or geometry (same formula, charge and spin) = 7.7 kcal/mol

ORCA input file:
```
! wB97M-V def2-TZVPD RIJCOSX def2/J DEFGRID3
* xyz 2 1
W -0.579 0.276 -0.003
O 1.009 2.141 5.024
C 2.033 1.376 4.592
C 3.157 1.152 5.381
C 4.190 0.364 4.917
C 4.126 -0.220 3.653
C 3.019 -0.001 2.866
C 1.955 0.796 3.312
C 0.809 1.006 2.439
O 0.922 0.509 1.184
N -0.272 1.639 2.708
N -1.085 1.689 1.574
C -2.077 2.557 1.770
S -3.245 2.936 0.583
C -3.810 4.447 1.422
C -3.767 4.175 2.908
S -2.185 3.368 3.287
H 1.216 2.491 5.899
H 3.212 1.604 6.365
H 5.055 0.204 5.546
H 4.938 -0.836 3.294
H 2.961 -0.447 1.882
H -4.818 4.659 1.069
H -3.147 5.263 1.133
H -4.579 3.519 3.219
H -3.813 5.097 3.486
Br -1.441 -3.638 -3.135
C 0.009 -2.473 -3.160
C 1.002 -2.584 -4.170
C 2.072 -1.734 -4.225
Br 3.346 -1.932 -5.585
C 2.227 -0.689 -3.263
C 3.231 0.291 -3.213
C 3.195 1.250 -2.222
C 2.166 1.245 -1.280
N 1.211 0.322 -1.303
C 1.242 -0.619 -2.273
C 0.158 -1.498 -2.216
O -0.701 -1.203 -1.215
H 0.894 -3.364 -4.912
H 4.019 0.292 -3.954
H 3.951 2.018 -2.164
H 2.116 1.992 -0.500
O -0.708 1.471 -3.321
C -1.518 1.406 -2.465
O -1.081 1.692 -1.103
C -2.950 1.112 -2.524
C -3.608 1.498 -3.695
C -4.958 1.259 -3.845
C -5.650 0.607 -2.829
C -5.000 0.200 -1.678
C -3.638 0.449 -1.503
S -2.982 -0.170 0.017
H -3.041 1.991 -4.474
H -5.469 1.565 -4.747
H -6.706 0.403 -2.940
H -5.549 -0.327 -0.909
Br 1.288 -2.704 0.670
C -0.221 -2.405 1.753
C -0.505 -3.400 2.675
C -1.523 -3.201 3.587
C -2.209 -1.997 3.565
C -1.886 -1.070 2.602
N -0.925 -1.267 1.670
H 0.087 -4.303 2.675
H -1.758 -3.966 4.315
H -2.990 -1.772 4.276
H -2.406 -0.127 2.558
*
```

# 7
This record from OMol25 describes a structure of composition C31H21Cl2FLaN10O6S. The level of theory is ωB97M-V with the def2-TZVPD basis set.

Summary:
energy = -99141.8242 eV
LUMO = 1.926 eV
maximum force = 1.0 eV Å⁻¹
HOMO-LUMO gap = 6.80 eV
energy relative to the best compared isomer or geometry (same formula, charge and spin) = 3.4 kcal/mol

ORCA input file:
```
! wB97M-V def2-TZVPD RIJCOSX def2/J DEFGRID3
* xyz -1 1
La -0.141 0.274 -0.176
Cl 1.407 0.231 -7.102
C 1.264 0.839 -5.479
C 1.451 -0.032 -4.420
C 1.288 0.396 -3.104
N 1.264 -0.485 -2.025
C 1.951 -1.632 -2.024
O 2.873 -2.000 -2.752
C 1.446 -2.599 -0.969
C 2.285 -3.585 -0.464
C 1.760 -4.519 0.408
C 0.404 -4.471 0.707
C -0.352 -3.448 0.169
N 0.155 -2.510 -0.635
C 0.971 1.757 -2.853
C 0.807 2.620 -3.935
C 0.934 2.163 -5.238
Cl 0.669 3.279 -6.544
N 0.810 2.124 -1.509
C 1.090 3.373 -1.114
O 1.432 4.345 -1.790
C 1.078 3.535 0.394
C 1.541 4.732 0.929
C 1.657 4.859 2.299
C 1.304 3.779 3.095
C 0.826 2.637 2.480
N 0.701 2.509 1.161
H 1.707 -1.062 -4.615
H 3.321 -3.596 -0.774
H 2.389 -5.282 0.849
H -0.049 -5.196 1.369
H -1.404 -3.353 0.411
H 0.569 3.655 -3.756
H 1.816 5.520 0.243
H 2.023 5.778 2.740
H 1.387 3.818 4.173
H 0.501 1.791 3.072
N -2.751 3.516 2.245
C -2.505 2.463 1.415
S -2.028 0.974 2.133
N -2.673 2.720 0.135
N -2.261 1.739 -0.700
C -2.724 1.776 -1.893
C -2.357 0.737 -2.849
C -2.697 0.848 -4.196
C -2.366 -0.173 -5.064
C -1.730 -1.298 -4.563
C -1.427 -1.331 -3.213
N -1.718 -0.345 -2.370
H -2.911 3.292 3.209
H -3.214 4.319 1.850
H -3.424 2.555 -2.188
H -3.196 1.741 -4.550
H -2.592 -0.093 -6.120
H -1.447 -2.121 -5.204
H -0.906 -2.177 -2.782
F -2.777 -1.758 5.617
C -1.606 -2.308 5.267
C -0.660 -1.582 4.659
N 0.563 -2.111 4.321
C 1.504 -1.307 3.557
C 0.972 -0.967 2.156
O 1.719 -0.292 1.408
O -0.179 -1.352 1.859
C 0.835 -3.454 4.491
O 1.870 -3.987 4.140
N -0.170 -4.161 5.119
C -1.417 -3.713 5.562
O -2.193 -4.465 6.110
H -0.838 -0.543 4.411
H 2.427 -1.872 3.463
H 1.711 -0.372 4.079
H 0.027 -5.139 5.267
*
```

Look up the energy of the first one. -91857.6743 eV

Look up the maximum force of the second one. 1.6 eV Å⁻¹

The highest maximum force belongs to which entry? C31H18F8N3OS2TcTe